# C77H172N14O13

13 unconnected molecules or ions with the total composition C77H172N14O13 at a distorted geometry (wB97M-V/def2-TZVPD, the Open Molecules 2025 dataset).

Properties
E_LUMO = 0.00205 Ha
energy = -4781.240949 Ha

Element x y z (Å)
C -17.16 5.41 21.82
O -17.18 5.51 23.19
H -16.87 6.30 21.26
H -16.42 4.64 21.60
H -18.07 4.99 21.40
H -16.28 5.33 23.49
C -15.31 1.51 23.75
O -14.02 1.92 23.24
H -15.27 1.18 24.79
H -16.00 2.35 23.69
H -15.70 0.77 23.06
H -14.01 1.97 22.28
C -13.08 12.91 28.05
C -13.08 12.51 26.54
C -14.26 13.16 25.72
C -13.88 14.55 25.23
C -12.60 14.58 24.38
C -11.38 14.07 25.22
N -11.75 12.81 25.93
O -10.76 12.29 26.64
C -10.36 13.69 24.06
C -10.95 15.28 26.11
C -13.21 10.97 26.47
H -13.06 13.99 28.16
H -12.16 12.64 28.58
H -14.03 12.64 28.52
H -14.77 12.53 24.99
H -15.04 13.33 26.47
H -14.00 15.15 26.13
H -14.69 14.85 24.57
H -12.48 15.64 24.19
H -12.72 14.07 23.42
H -10.61 12.73 23.62
H -10.21 14.38 23.23
H -9.33 13.64 24.44
H -11.67 15.55 26.89
H -10.06 15.01 26.67
H -10.68 16.13 25.49
H -14.23 10.61 26.36
H -12.69 10.57 27.34
H -12.69 10.54 25.61
H -10.78 12.79 27.46
C -20.11 3.20 33.19
C -20.04 4.21 32.00
C -18.73 5.05 32.03
C -17.52 4.22 31.53
C -17.78 3.66 30.14
C -19.10 2.83 29.98
N -20.25 3.51 30.68
O -21.46 2.91 30.54
C -19.34 2.74 28.46
C -18.91 1.42 30.54
C -21.28 5.27 32.20
H -19.18 2.65 33.35
H -20.89 2.43 33.22
H -20.15 3.80 34.10
H -18.87 5.85 31.30
H -18.48 5.57 32.95
H -17.29 3.39 32.19
H -16.68 4.90 31.63
H -16.93 3.08 29.78
H -17.57 4.49 29.45
H -18.50 2.30 27.92
H -20.18 2.10 28.17
H -19.54 3.73 28.06
H -19.54 0.65 30.11
H -17.88 1.09 30.44
H -19.09 1.40 31.62
H -21.07 5.77 33.14
H -22.26 4.78 32.22
H -21.26 6.02 31.41
H -21.32 2.20 31.18
C -10.10 9.07 24.31
C -8.66 9.01 23.63
C -8.19 7.48 23.76
C -7.05 7.11 22.82
C -7.49 7.48 21.36
C -7.67 8.99 21.26
N -8.74 9.37 22.20
O -9.28 10.69 22.09
C -6.38 9.82 21.50
C -8.14 9.25 19.83
C -7.59 9.89 24.48
H -10.03 8.60 25.29
H -10.89 8.47 23.85
H -10.54 10.06 24.40
H -7.88 7.10 24.74
H -8.96 6.77 23.48
H -6.97 6.03 22.97
H -6.07 7.48 23.11
H -8.41 7.00 21.02
H -6.64 7.19 20.74
H -6.70 10.82 21.79
H -5.74 9.50 22.32
H -5.73 9.98 20.64
H -7.33 9.26 19.10
H -8.72 8.41 19.45
H -8.77 10.13 19.76
H -6.89 9.22 24.97
H -8.12 10.41 25.28
H -7.19 10.71 23.88
H -10.07 10.51 21.59
C -10.90 4.87 30.16
C -9.50 5.34 29.68
C -9.28 6.83 30.09
C -8.97 7.02 31.56
C -7.68 6.17 31.91
C -7.92 4.68 31.73
N -8.45 4.56 30.32
O -8.36 3.27 29.90
C -6.49 4.07 31.88
C -8.87 4.06 32.79
C -9.36 5.36 28.13
H -11.56 5.15 29.34
H -11.09 5.26 31.16
H -10.98 3.78 30.21
H -8.54 7.27 29.43
H -10.22 7.34 29.89
H -9.83 6.73 32.17
H -8.75 8.08 31.60
H -7.26 6.38 32.89
H -6.87 6.40 31.21
H -5.92 4.45 31.04
H -5.93 4.38 32.77
H -6.52 2.98 31.87
H -9.07 3.05 32.43
H -8.47 3.78 33.76
H -9.79 4.54 33.11
H -9.82 6.16 27.56
H -9.71 4.39 27.78
H -8.32 5.43 27.80
H -9.19 2.96 30.28
C -11.02 3.27 16.25
C -10.99 4.26 17.48
C -11.64 5.62 17.06
C -11.82 6.57 18.27
C -12.60 5.88 19.43
C -12.08 4.48 19.82
N -11.79 3.68 18.63
O -11.35 2.36 18.94
C -10.82 4.58 20.71
C -13.13 3.69 20.59
C -9.53 4.42 17.89
H -12.08 3.11 16.06
H -10.55 2.29 16.39
H -10.63 3.78 15.37
H -11.12 6.20 16.30
H -12.63 5.41 16.67
H -12.20 7.57 18.05
H -10.80 6.85 18.53
H -13.68 5.84 19.26
H -12.49 6.47 20.33
H -10.22 5.43 20.38
H -11.06 4.85 21.74
H -10.20 3.69 20.78
H -12.82 2.71 20.94
H -13.60 4.26 21.40
H -14.02 3.38 20.02
H -9.25 5.25 18.53
H -8.92 4.57 16.99
H -9.19 3.53 18.43
H -12.02 1.77 18.58
C -13.47 10.68 22.59
C -13.88 10.53 21.03
C -14.96 11.58 20.62
C -14.54 12.97 20.41
C -13.42 12.97 19.29
C -12.23 12.02 19.65
N -12.68 10.68 20.19
O -11.68 9.80 20.45
C -11.35 11.84 18.36
C -11.40 12.92 20.62
C -14.46 9.16 20.75
H -14.29 10.48 23.28
H -13.07 11.65 22.87
H -12.65 10.02 22.86
H -15.54 11.23 19.76
H -15.70 11.55 21.42
H -14.19 13.50 21.30
H -15.41 13.51 20.05
H -13.17 14.03 19.35
H -13.85 12.72 18.32
H -11.83 11.12 17.71
H -11.27 12.78 17.82
H -10.36 11.47 18.63
H -11.12 13.91 20.25
H -11.91 13.17 21.55
H -10.42 12.46 20.80
H -13.75 8.34 20.83
H -14.88 8.98 19.76
H -15.21 8.99 21.52
H -11.99 9.25 19.73
C -19.56 12.06 29.36
C -18.26 11.64 30.02
C -18.55 11.62 31.52
C -17.79 10.62 32.39
C -17.66 9.28 31.69
C -17.04 9.44 30.22
N -17.91 10.36 29.41
O -17.57 10.40 28.09
C -15.57 9.84 30.19
C -17.23 8.01 29.57
C -17.15 12.79 29.83
H -19.94 13.03 29.71
H -20.28 11.25 29.48
H -19.41 12.32 28.32
H -18.18 12.54 31.98
H -19.63 11.52 31.60
H -18.37 10.40 33.29
H -16.83 11.10 32.57
H -18.65 8.82 31.62
H -16.97 8.67 32.27
H -15.26 10.58 29.45
H -15.26 10.12 31.20
H -15.01 8.93 30.04
H -16.97 8.02 28.51
H -16.85 7.17 30.16
H -18.29 7.83 29.40
H -16.62 12.68 28.89
H -16.38 12.83 30.61
H -17.61 13.76 29.97
H -18.38 10.01 27.73
C -14.42 7.41 23.76
C -13.78 6.55 24.85
C -13.53 7.44 26.04
C -13.36 6.80 27.40
C -14.54 5.84 27.78
C -14.72 4.82 26.59
N -14.69 5.46 25.22
O -14.89 4.56 24.21
C -13.61 3.71 26.80
C -16.04 4.19 26.77
C -12.44 5.96 24.40
H -14.59 6.76 22.91
H -13.83 8.21 23.32
H -15.41 7.80 24.04
H -12.85 8.23 25.73
H -14.36 8.14 26.08
H -13.44 7.64 28.09
H -12.42 6.26 27.49
H -15.49 6.32 28.00
H -14.34 5.36 28.73
H -13.33 3.51 27.83
H -13.71 2.76 26.27
H -12.62 4.01 26.46
H -16.84 4.91 26.90
H -16.26 3.54 25.92
H -16.11 3.47 27.59
H -12.59 4.94 24.06
H -11.68 5.99 25.18
H -12.05 6.57 23.59
H -14.14 3.98 24.29
C -10.36 1.35 27.79
O -10.81 1.42 28.95
N -9.13 1.50 27.48
N -11.12 1.19 26.73
H -8.51 1.56 28.28
H -8.81 1.21 26.57
H -12.01 0.80 26.99
H -10.61 0.91 25.90
C -14.22 2.52 31.60
O -14.49 3.50 32.28
N -14.85 1.36 31.80
N -13.24 2.50 30.72
H -15.46 1.19 32.59
H -14.82 0.68 31.05
H -12.86 3.30 30.23
H -13.17 1.60 30.25
C -19.04 7.55 25.50
O -19.65 8.26 26.26
N -19.57 6.49 24.98
N -17.83 7.64 25.16
H -20.54 6.25 25.13
H -18.97 5.87 24.45
H -17.43 6.94 24.57
H -17.33 8.39 25.62